# 1
{"formula": "C25H55Br14N2NbO3PS2", "method": "ωB97M-V/def2-TZVPD", "charge": -1, "total_energy_ha": -38551.661404, "gap_ev": 6.8, "symbols": ["C", "C", "N", "C", "C", "C", "S", "S", "C", "C", "C", "Nb", "N", "C", "C", "C", "P", "O", "O", "O", "H", "H", "H", "H", "H", "H", "H", "H", "H", "H", "H", "H", "H", "H", "H", "H", "H", "H", "H", "H", "H", "H", "H", "H", "H", "H", "H", "Br", "C", "C", "Br", "H", "H", "H", "H", "Br", "C", "C", "Br", "H", "H", "H", "H", "Br", "C", "C", "Br", "H", "H", "H", "H", "Br", "C", "C", "Br", "H", "H", "H", "H", "Br", "C", "C", "Br", "H", "H", "H", "H", "Br", "C", "C", "Br", "H", "H", "H", "H", "Br", "C", "C", "Br", "H", "H", "H", "H"], "positions_angstrom": [[-0.19, 5.84, 0.78], [-0.26, 5.25, -0.62], [-1.49, 4.50, -0.92], [-1.63, 4.18, -2.36], [-0.33, 3.80, -3.05], [-2.66, 5.14, -0.45], [-3.15, 6.62, -0.94], [-3.67, 4.26, 0.65], [-2.59, 3.14, 1.59], [-2.10, 1.90, 0.85], [-0.92, 1.20, 1.56], [0.38, -0.01, 0.19], [2.12, 0.15, 1.26], [2.73, 1.19, 1.64], [3.87, 1.08, 2.63], [2.48, 2.60, 1.16], [1.44, -1.44, -1.74], [2.81, -1.82, -1.33], [0.59, -2.78, -2.08], [1.31, -0.49, -3.12], [-0.93, 6.61, 0.96], [-0.24, 5.05, 1.54], [0.79, 6.30, 0.89], [0.58, 4.57, -0.72], [-0.10, 6.05, -1.35], [-2.11, 5.01, -2.89], [-2.31, 3.33, -2.43], [-0.57, 3.19, -3.92], [0.22, 4.67, -3.39], [0.32, 3.22, -2.40], [-1.79, 3.72, 2.03], [-3.26, 2.82, 2.40], [-2.94, 1.19, 0.81], [-1.88, 2.12, -0.18], [-1.35, 0.44, 2.23], [-0.36, 1.90, 2.18], [0.80, 1.39, -0.94], [-1.15, -0.13, -0.83], [-0.13, -1.62, 0.92], [3.88, 1.89, 3.36], [3.89, 0.10, 3.09], [4.79, 1.18, 2.05], [1.43, 2.86, 1.16], [2.84, 2.68, 0.13], [3.04, 3.32, 1.74], [-0.35, -2.54, -2.00], [0.74, 0.22, -2.78], [6.67, 0.89, -1.67], [6.40, -0.99, -2.12], [7.47, -1.87, -1.53], [9.16, -1.74, -2.48], [6.37, -1.04, -3.21], [5.43, -1.25, -1.72], [7.17, -2.91, -1.60], [7.68, -1.62, -0.49], [3.46, -1.81, -3.93], [3.76, -3.66, -4.42], [5.02, -3.89, -5.21], [4.85, -3.33, -7.07], [2.88, -3.98, -4.96], [3.83, -4.19, -3.47], [5.26, -4.95, -5.26], [5.87, -3.34, -4.81], [1.43, -7.66, 1.79], [0.84, -6.47, 0.36], [1.94, -5.55, -0.10], [2.20, -4.12, 1.16], [-0.01, -5.92, 0.75], [0.52, -7.14, -0.45], [1.65, -5.06, -1.03], [2.88, -6.07, -0.23], [1.63, -5.68, 8.14], [1.64, -6.55, 6.41], [1.67, -5.57, 5.27], [-0.05, -4.72, 4.98], [0.76, -7.19, 6.38], [2.54, -7.17, 6.39], [1.89, -6.08, 4.33], [2.38, -4.77, 5.42], [-3.29, 0.52, -2.49], [-4.57, 1.11, -3.83], [-5.73, 1.85, -3.21], [-6.98, 0.64, -2.33], [-4.88, 0.23, -4.38], [-4.02, 1.78, -4.49], [-6.31, 2.36, -3.97], [-5.41, 2.56, -2.46], [-7.19, 6.42, 0.21], [-5.91, 7.12, 1.49], [-6.57, 7.92, 2.58], [-7.12, 9.69, 1.96], [-5.18, 7.69, 0.92], [-5.42, 6.24, 1.92], [-5.87, 8.11, 3.39], [-7.46, 7.44, 2.96], [-4.61, -7.33, 0.94], [-3.23, -7.03, 2.28], [-3.19, -5.60, 2.74], [-2.37, -4.42, 1.44], [-2.29, -7.34, 1.83], [-3.48, -7.69, 3.10], [-2.56, -5.53, 3.63], [-4.17, -5.20, 2.95]]}



# 2
{"formula": "C2H6N2", "method": "ωB97M-V/def2-TZVPD", "total_energy_ha": -189.280196, "de_lowest_ev": 1.3432, "gap_ev": 8.4, "smiles": "N/C=C/N", "symbols": ["N", "C", "C", "N", "H", "H", "H", "H", "H", "H"], "positions_angstrom": [[0.86, 0.26, -1.62], [0.57, -0.17, -0.29], [-0.60, 0.11, 0.29], [-0.90, -0.24, 1.63], [1.84, 0.48, -1.69], [0.20, 0.90, -2.02], [1.41, -0.73, 0.08], [-1.37, 0.64, -0.23], [-1.85, -0.47, 1.81], [-0.16, -0.77, 2.03]]}



# 3
{"formula": "C5H10N2O", "method": "ωB97M-V/def2-TZVPD", "total_energy_ha": -381.192930, "de_lowest_ev": 2.5173, "gap_ev": 9.6, "symbols": ["C", "C", "C", "C", "C", "H", "H", "H", "H", "H", "H", "H", "H", "H", "H", "N", "N", "O"], "positions_angstrom": [[0.07, 1.17, -0.08], [-0.39, -0.01, 0.89], [-1.88, 0.00, 0.49], [-0.32, 0.11, -1.12], [0.06, -1.03, -0.19], [1.64, 2.33, 0.51], [2.04, 0.82, -0.09], [-0.64, 2.05, -0.06], [0.09, -0.08, 1.94], [-2.32, -1.02, 0.61], [-2.41, 0.77, 1.06], [-0.06, 0.15, -2.17], [-0.54, -1.93, -0.28], [1.66, -1.86, 0.69], [1.80, -1.94, -0.89], [1.44, 1.63, -0.21], [1.51, -1.31, -0.15], [-1.77, 0.15, -0.95]]}



# 4
{"formula": "CH11NO3", "method": "ωB97M-V/def2-TZVPD", "multiplicity": 2, "charge": 1, "total_energy_ha": -324.821753, "de_lowest_ev": 0.0647, "gap_ev": [10.8, 5.9], "symbols": ["C", "N", "H", "H", "H", "H", "H", "H", "H", "O", "H", "H", "O", "H", "H", "O"], "positions_angstrom": [[-0.01, 0.75, -1.33], [-1.31, 0.96, -1.87], [-0.15, 0.11, -0.47], [0.51, 1.70, -1.12], [0.65, 0.28, -2.07], [-1.39, 1.00, -2.88], [-2.06, 0.51, -1.33], [2.34, -1.27, -0.14], [1.99, -1.73, 1.22], [2.64, -1.18, 0.77], [1.52, 1.77, 1.99], [0.92, 0.40, 2.09], [0.72, 1.29, 1.75], [-3.04, -1.28, 0.60], [-2.11, -2.02, -0.37], [-2.11, -1.47, 0.42]]}



# 5
{"formula": "C4H13N", "method": "ωB97M-V/def2-TZVPD", "multiplicity": 2, "charge": -1, "total_energy_ha": -214.801853, "de_lowest_ev": 2.0985, "gap_ev": [1.2, 7.8], "symbols": ["C", "C", "H", "H", "H", "H", "H", "H", "C", "N", "C", "H", "H", "H", "H", "H", "H", "H"], "positions_angstrom": [[-2.03, -5.81, -1.74], [-0.60, -6.50, -1.70], [-2.87, -5.78, -0.89], [-1.81, -4.77, -2.21], [-2.63, -6.40, -2.48], [-0.12, -6.35, -0.70], [-0.21, -6.39, -2.69], [-0.64, -7.52, -1.60], [1.57, 5.20, 0.62], [1.01, 3.74, 0.82], [0.34, 3.75, 2.10], [0.67, 5.79, 0.61], [2.08, 5.15, -0.41], [2.11, 5.53, 1.49], [0.31, 3.53, 0.17], [-0.27, 4.64, 2.31], [-0.42, 2.90, 2.08], [1.03, 3.71, 2.99]]}